No. 1
DFT (ωB97M-V with the def2-TZVPD basis set) results for a structure of composition C36H34BrCoN2O2PTe.

Each line ends with the Mulliken charge.
Cartesian coordinates (Å):
1 Co -0.2318 -0.3475 0.0536  0.50
2 O 1.6518 1.1432 -0.5572  -0.51
3 C 0.5332 1.4876 -0.2324  -0.56
4 C -0.0888 2.8417 -0.4375  0.62
5 C 0.5756 4.0544 -0.4425  -0.58
6 C -0.1700 5.2247 -0.5147  -0.65
7 C -1.5603 5.1575 -0.5863  -0.67
8 C -2.2201 3.9363 -0.5943  -0.71
9 C -1.4797 2.7614 -0.5059  0.03
10 P -2.1625 1.0702 -0.5344  1.90
11 C -3.9146 1.2563 -0.0791  0.64
12 C -4.1867 1.6449 1.2345  -0.40
13 C -5.4927 1.7982 1.6670  -0.78
14 C -6.5439 1.5535 0.7905  -0.49
15 C -6.2814 1.1636 -0.5131  -0.71
16 C -4.9709 1.0175 -0.9494  -0.48
17 C -2.1862 0.6105 -2.2911  0.52
18 C -1.8062 1.4737 -3.3138  -0.50
19 C -1.8302 1.0426 -4.6330  -0.75
20 C -2.2410 -0.2464 -4.9400  -0.73
21 C -2.6235 -1.1124 -3.9244  -0.60
22 C -2.5874 -0.6880 -2.6063  -0.06
23 H 1.6558 4.0812 -0.3850  0.55
24 H 0.3265 6.1845 -0.5098  0.42
25 H -2.1362 6.0716 -0.6366  0.45
26 H -3.3004 3.8959 -0.6595  0.48
27 H -3.3725 1.8287 1.9279  0.46
28 H -5.6892 2.1049 2.6844  0.42
29 H -7.5648 1.6735 1.1255  0.40
30 H -7.0957 0.9761 -1.1988  0.44
31 H -4.7826 0.7170 -1.9720  0.40
32 H -1.4956 2.4860 -3.0899  0.39
33 H -1.5374 1.7196 -5.4234  0.42
34 H -2.2652 -0.5767 -5.9693  0.39
35 H -2.9481 -2.1175 -4.1574  0.51
36 H -2.8932 -1.3678 -1.8206  0.29
37 Te -2.0651 -1.5747 1.8272  0.22
38 C -3.5946 -2.4066 0.6996  0.66
39 C -3.2880 -3.3018 -0.3287  -0.72
40 C -4.3037 -3.8669 -1.0835  -0.39
41 C -5.6258 -3.5278 -0.8285  -0.63
42 C -5.9331 -2.6346 0.1869  -0.51
43 C -4.9238 -2.0792 0.9590  -0.55
44 H -2.2567 -3.5511 -0.5459  0.36
45 H -4.0642 -4.5672 -1.8718  0.46
46 H -6.4186 -3.9644 -1.4197  0.41
47 H -6.9629 -2.3713 0.3853  0.44
48 H -5.1711 -1.3874 1.7516  0.45
49 Br 1.0451 -0.7998 -3.1502  -0.01
50 C 1.3465 -2.1695 -1.9098  0.20
51 C 2.1584 -3.2318 -2.2918  -0.78
52 C 2.3292 -4.2747 -1.4043  -0.39
53 C 1.6857 -4.2285 -0.1740  -1.14
54 C 0.9084 -3.1298 0.1170  -0.39
55 N 0.7366 -2.0982 -0.7313  0.65
56 H 2.6269 -3.2251 -3.2631  0.49
57 H 2.9537 -5.1153 -1.6716  0.42
58 H 1.7826 -5.0210 0.5517  0.50
59 H 0.3965 -3.0340 1.0662  0.42
60 O 0.8436 -0.3637 2.0242  -0.50
61 C 1.9809 -0.2375 2.4594  -0.36
62 C 3.2102 -0.5640 1.6565  -0.05
63 C 3.9510 -1.6981 2.3997  -0.96
64 C 3.0334 -2.6717 3.1711  0.10
65 C 2.6349 -2.2474 4.5963  -0.80
66 C 1.6869 -1.0531 4.6703  -0.51
67 N 2.1933 0.0221 3.7965  -0.13
68 H 3.8383 0.3205 1.5342  0.52
69 H 2.8850 -0.8678 0.6620  -0.14
70 H 4.6846 -1.2790 3.0932  0.39
71 H 4.5292 -2.2582 1.6639  0.47
72 H 3.5426 -3.6338 3.2436  0.41
73 H 2.1299 -2.8643 2.5800  -0.27
74 H 3.5480 -2.0079 5.1512  0.30
75 H 2.1831 -3.0960 5.1135  0.40
76 H 1.5927 -0.6739 5.6871  0.38
77 H 0.6857 -1.3033 4.3177  0.17
78 H 3.1758 0.1905 3.9789  0.38

calculated total energy	-6218.16113	Eh
net charge	+1
⟨S²⟩	6.030
Kohn-Sham gap (alpha / beta)	6.87 / 6.10	eV
multiplicity	5
relative energy (zero: lowest compared OMol25 entry of this formula, charge and spin)	0.000	eV
maximum force	1.22	eV Å⁻¹

***

No. 2
DFT (ωB97M-V with the def2-TZVPD basis set) results for a structure of composition C36H34Cl2O7P2S3Sr.

Each line ends with the Mulliken charge.
Cartesian coordinates (Å):
1 Sr -0.9865 0.4080 -1.2083  1.22
2 S 0.1021 2.0706 0.7736  -0.58
3 P 0.7692 0.2470 1.2191  2.66
4 C 0.3548 -1.1806 0.3576  -1.48
5 P 1.4435 -1.2515 -0.9616  3.06
6 S 1.6109 0.1167 -2.3992  -0.56
7 C 3.1807 -1.6705 -0.5209  -0.34
8 C 4.3055 -1.0212 -1.0111  -0.01
9 C 5.5673 -1.4313 -0.6211  -0.71
10 C 5.7209 -2.4808 0.2661  -0.47
11 C 4.6000 -3.1196 0.7741  -0.76
12 C 3.3418 -2.7158 0.3802  -0.48
13 C 1.0624 -2.8228 -1.8117  0.05
14 C -0.2010 -3.3901 -1.7147  -0.26
15 C -0.5039 -4.5379 -2.4265  -0.77
16 C 0.4467 -5.1232 -3.2452  -0.49
17 C 1.7065 -4.5542 -3.3548  -0.65
18 C 2.0144 -3.4138 -2.6379  -0.51
19 C 2.5381 0.4841 1.5778  -0.41
20 C 3.1853 -0.3098 2.5168  -0.40
21 C 4.5517 -0.2074 2.6842  -0.70
22 C 5.2806 0.6873 1.9157  -0.30
23 C 4.6392 1.4706 0.9706  -0.85
24 C 3.2743 1.3622 0.7937  -0.48
25 C 0.1596 -0.0459 2.9075  -0.29
26 C 0.4355 0.8964 3.8913  -0.55
27 C 0.0325 0.6730 5.1914  -0.66
28 C -0.6575 -0.4874 5.5094  -0.62
29 C -0.9485 -1.4188 4.5251  -0.49
30 C -0.5405 -1.1992 3.2224  -0.37
31 H 4.1880 -0.2070 -1.7123  0.45
32 H 6.4395 -0.9244 -1.0149  0.39
33 H 6.7115 -2.8017 0.5649  0.34
34 H 4.7116 -3.9322 1.4807  0.38
35 H 2.4562 -3.2045 0.7684  0.31
36 H -0.9457 -2.9353 -1.0731  0.34
37 H -1.4910 -4.9724 -2.3471  0.42
38 H 0.2106 -6.0204 -3.8034  0.35
39 H 2.4476 -5.0000 -4.0066  0.39
40 H 2.9999 -2.9702 -2.7212  0.33
41 H 2.6065 -1.0126 3.1043  0.42
42 H 5.0533 -0.8378 3.4094  0.38
43 H 6.3529 0.7629 2.0457  0.37
44 H 5.2054 2.1606 0.3588  0.37
45 H 2.7576 1.9541 0.0501  0.38
46 H 0.9661 1.7986 3.6107  0.40
47 H 0.2600 1.4004 5.9618  0.35
48 H -0.9745 -0.6624 6.5304  0.34
49 H -1.4831 -2.3259 4.7793  0.33
50 H -0.7367 -1.9196 2.4369  0.39
51 O -4.1309 -2.0714 -2.4959  -0.81
52 Cl -3.4573 -0.8930 -2.0698  1.74
53 O -4.3112 0.2218 -2.2378  -0.66
54 O -2.2654 -0.7381 -2.8349  -0.48
55 O -3.1077 -1.0219 -0.6958  -0.67
56 C -2.8616 -0.1344 -5.9197  -0.36
57 S -1.0949 -0.1755 -6.3443  -0.19
58 C -0.5172 1.1399 -5.2447  -0.22
59 H -3.4036 0.3473 -6.7314  0.38
60 H -2.9736 0.4157 -4.9900  -0.21
61 H -3.2139 -1.1514 -5.7833  0.25
62 H -0.8469 0.9126 -4.2293  -0.30
63 H -0.9360 2.0819 -5.5923  0.37
64 H 0.5670 1.1594 -5.2851  0.26
65 C -3.0969 5.3556 2.3410  -1.51
66 C -3.2792 3.8680 2.3532  1.17
67 C -3.2679 3.1610 3.5414  -0.95
68 C -3.3938 1.7816 3.5376  0.46
69 Cl -3.4553 0.9418 5.0533  -0.25
70 C -3.5026 1.0818 2.3549  -1.13
71 C -3.5508 1.7811 1.1616  -0.01
72 C -3.4644 3.1706 1.1427  0.41
73 O -3.5965 3.9394 0.0398  -0.46
74 C -4.0687 3.3935 -1.1838  -0.67
75 C -2.9746 2.8709 -2.1837  0.42
76 O -2.9986 3.3276 -3.3170  -0.77
77 O -2.1944 1.9881 -1.7345  -0.83
78 H -3.0191 5.7336 3.3579  0.40
79 H -3.9268 5.8483 1.8358  0.30
80 H -2.1864 5.6018 1.7977  0.28
81 H -3.1516 3.6791 4.4814  0.31
82 H -3.5520 0.0029 2.3437  0.49
83 H -3.6313 1.2258 0.2403  0.42
84 H -4.6021 4.2154 -1.6756  0.24
85 H -4.7555 2.5549 -1.0191  0.37

calculated total energy	-4747.24039	Eh
net charge	-2
Kohn-Sham gap	6.44	eV
relative energy (zero: lowest compared OMol25 entry of this formula, charge and spin)	2.172	eV
maximum force	3.25	eV Å⁻¹

***

No. 3
DFT (ωB97M-V with the def2-TZVPD basis set) results for a structure of composition C36H34ClFeN2O4P2S2.

Each line ends with the Mulliken charge.
Cartesian coordinates (Å):
1 Fe 0.8843 -0.0026 0.9371  0.79
2 O 2.3408 -0.0964 -0.4057  -0.59
3 C 2.8907 -1.0943 -1.0307  0.28
4 C 3.7965 -0.8260 -2.0837  -0.41
5 C 4.4251 -1.8320 -2.7825  -0.39
6 C 4.1939 -3.1726 -2.4679  -0.76
7 C 3.3086 -3.4625 -1.4502  -0.68
8 C 2.6402 -2.4656 -0.7294  0.62
9 C 1.6766 -2.9130 0.2654  -0.71
10 N 0.9293 -2.1371 0.9483  0.62
11 N 0.0231 -2.7449 1.8033  -0.80
12 C -0.7291 -1.8233 2.3580  0.22
13 O -0.6581 -0.5626 2.1575  -0.18
14 C -1.7789 -2.3013 3.3119  0.12
15 C -2.6049 -1.3678 3.9265  -0.36
16 C -3.5852 -1.7755 4.8204  -0.71
17 C -3.7475 -3.1234 5.1061  -0.37
18 C -2.9239 -4.0609 4.4934  -0.62
19 C -1.9447 -3.6536 3.6015  -0.26
20 H 3.9767 0.2153 -2.3224  0.43
21 H 5.1063 -1.5764 -3.5866  0.39
22 H 4.6923 -3.9653 -3.0110  0.39
23 H 3.1032 -4.4973 -1.1929  0.30
24 H 1.5663 -3.9901 0.4118  0.27
25 H -2.4567 -0.3232 3.6876  0.39
26 H -4.2223 -1.0390 5.2953  0.39
27 H -4.5116 -3.4443 5.8039  0.37
28 H -3.0454 -5.1146 4.7142  0.37
29 H -1.2929 -4.3679 3.1179  0.45
30 Cl -2.7458 0.7497 -0.0310  -0.03
31 C -3.2082 -0.0159 -1.5150  0.67
32 C -4.5506 -0.2737 -1.7413  -0.60
33 C -4.9385 -0.8779 -2.9263  -0.41
34 C -3.9820 -1.2165 -3.8711  -0.88
35 C -2.6408 -0.9561 -3.6261  -0.37
36 C -2.2214 -0.3507 -2.4419  -0.65
37 P -0.4534 -0.0500 -1.9940  1.10
38 C 0.3820 -0.8309 -3.4284  0.17
39 C 0.7705 -0.1478 -4.5763  -0.34
40 C 1.4224 -0.8168 -5.6039  -0.71
41 C 1.6880 -2.1741 -5.4961  -0.66
42 C 1.3042 -2.8636 -4.3538  -0.61
43 C 0.6622 -2.1931 -3.3252  -0.32
44 C -0.2857 1.7251 -2.4278  0.37
45 C 0.9705 2.3026 -2.2376  -0.01
46 C 1.1875 3.6299 -2.5721  -0.64
47 C 0.1520 4.4012 -3.0811  -0.65
48 C -1.1019 3.8368 -3.2623  -0.68
49 C -1.3177 2.5023 -2.9452  -0.50
50 H -5.2743 -0.0027 -0.9846  0.46
51 H -5.9857 -1.0868 -3.1051  0.36
52 H -4.2780 -1.6845 -4.8013  0.40
53 H -1.9033 -1.2270 -4.3694  0.41
54 H 0.5720 0.9130 -4.6651  0.41
55 H 1.7286 -0.2723 -6.4890  0.39
56 H 2.2065 -2.6917 -6.2939  0.34
57 H 1.5302 -3.9170 -4.2503  0.41
58 H 0.3911 -2.7244 -2.4204  0.44
59 H 1.7684 1.7087 -1.8046  0.34
60 H 2.1636 4.0683 -2.4070  0.44
61 H 0.3195 5.4430 -3.3258  0.35
62 H -1.9168 4.4346 -3.6523  0.39
63 H -2.2974 2.0682 -3.1027  0.34
64 C 4.0053 4.0559 3.9956  -1.09
65 C 2.5681 3.8055 4.3972  -0.34
66 O 1.7541 3.6759 3.2230  -0.35
67 P 1.1472 2.2221 2.8533  0.97
68 S 0.2555 2.4276 1.0972  -0.48
69 S 2.4731 0.7733 2.9583  -0.53
70 O 0.0913 1.9855 4.0490  -0.32
71 C -1.2239 2.5373 3.9804  0.34
72 C -1.8836 2.3157 5.3227  -1.50
73 H 4.6266 4.1996 4.8825  0.38
74 H 4.0748 4.9462 3.3696  0.28
75 H 4.3823 3.2014 3.4347  0.24
76 H 2.1603 4.6437 4.9664  0.35
77 H 2.4901 2.9052 5.0107  0.35
78 H -1.7692 2.0350 3.1781  -0.07
79 H -1.1722 3.6025 3.7356  0.40
80 H -1.8938 1.2528 5.5668  0.28
81 H -2.9125 2.6800 5.2991  0.39
82 H -1.3440 2.8430 6.1105  0.39

calculated total energy	-5005.97207	Eh
net charge	-1
⟨S²⟩	6.013
Kohn-Sham gap (alpha / beta)	7.08 / 7.00	eV
multiplicity	5
relative energy (zero: lowest compared OMol25 entry of this formula, charge and spin)	0.000	eV
maximum force	0.23	eV Å⁻¹

***

> Look up the calculated total energy of the first one.

-6218.16113 Eh

***

> Look up the relative energy (zero: lowest compared OMol25 entry of this formula, charge and spin) of the third one.

0.000 eV

***

> Among the records above, which one has the lowest calculated total energy?

C36H34BrCoN2O2PTe